1.
Here is C26H17NO6PRu as an isolated structure from OMol25. Energies are from the ωB97M-V functional and the def2-TZVPD basis.

Each line ends with the Mulliken spin population.
Positions of all 52 atoms, in Å:
H (-4.289, -2.763, 0.774)  -0.0011
H (5.494, -0.772, -4.540)  -0.0002
C (-0.636, 5.044, 0.513)  -0.0005
N (1.796, -1.130, -1.891)  0.0042
C (-1.189, 3.043, -0.692)  -0.0038
H (3.214, -3.433, -3.894)  0.0001
O (1.156, -4.461, -2.884)  0.0049
H (2.011, -0.189, 0.676)  0.0075
C (2.023, -1.699, 2.248)  0.0051
C (-0.136, 2.897, 1.473)  -0.0001
H (-1.590, -0.510, 3.006)  -0.0008
C (3.952, -1.409, -3.626)  0.0038
O (4.997, -1.595, -4.455)  0.0012
C (-1.627, -2.098, 0.344)  -0.0078
O (1.534, 1.321, -0.562)  0.0014
O (-0.009, -3.049, -1.616)  0.0216
C (-0.670, 2.282, 0.350)  -0.0037
C (-1.170, 4.425, -0.610)  0.0003
P (-0.773, 0.489, 0.279)  -0.1134
H (-1.585, 2.560, -1.578)  -0.0012
C (2.600, -0.090, -2.151)  0.0051
C (-2.814, -1.228, 0.543)  0.0807
C (-3.541, 1.053, 0.818)  0.0036
C (0.038, -1.737, 3.609)  0.0075
H (-1.559, 5.017, -1.426)  -0.0001
C (-4.097, -1.699, 0.777)  -0.0046
C (2.329, 1.298, -1.537)  -0.0062
H (-0.471, -2.102, 4.491)  0.0004
H (3.040, -2.005, 2.044)  -0.0002
O (-1.513, -3.217, 0.775)  0.1452
C (-2.527, 0.137, 0.569)  0.0008
C (1.345, -2.193, 3.322)  -0.0083
H (4.270, 0.692, -3.184)  -0.0001
H (-5.633, 1.292, 1.196)  -0.0004
O (2.926, 2.230, -2.070)  0.0003
C (3.089, -2.478, -3.405)  -0.0002
H (0.285, 2.306, 2.276)  -0.0005
C (2.032, -2.280, -2.553)  -0.0026
C (1.417, -0.745, 1.391)  -0.0477
H (1.811, -2.916, 3.979)  -0.0004
C (-4.833, 0.585, 1.018)  -0.0023
C (-0.584, -0.846, 2.789)  -0.0595
H (-0.613, 6.124, 0.573)  -0.0001
C (1.017, -3.381, -2.370)  0.0094
H (-6.124, -1.121, 1.154)  0.0002
C (3.682, -0.200, -3.009)  -0.0030
H (-3.331, 2.114, 0.856)  0.0006
C (-5.110, -0.777, 0.997)  -0.0006
C (0.090, -0.335, 1.642)  0.0656
C (-0.123, 4.281, 1.550)  0.0006
Ru (0.097, -1.497, -0.400)  0.8989
H (0.302, 4.763, 2.421)  -0.0001

Forces on the atoms, in the same order (eV/Å):
0.01 -0.01 -0.01
-0.03 -0.05 0.01
-0.02 -0.01 -0.03
-0.03 0.09 0.02
0.01 -0.03 -0.02
-0.01 -0.01 0.01
0.03 -0.01 -0.03
-0.01 0.04 0.03
-0.03 -0.01 0.01
-0.01 0.04 0.06
0.00 -0.02 0.00
-0.02 -0.03 0.00
0.03 0.04 -0.01
-0.14 -0.17 -0.05
0.08 0.01 0.06
-0.25 0.08 -0.08
-0.09 -0.01 -0.33
0.02 0.02 0.02
0.23 0.00 0.49
-0.01 0.00 0.00
0.01 0.00 -0.02
-0.08 0.17 -0.06
0.02 -0.02 0.04
-0.03 0.01 0.01
0.00 0.00 0.00
0.07 0.03 0.01
-0.02 0.01 -0.03
-0.01 0.00 0.00
0.00 -0.01 0.01
-0.04 -0.01 0.05
-0.08 -0.11 -0.04
0.04 -0.01 -0.01
-0.01 0.01 0.01
-0.01 -0.01 0.00
0.02 0.00 0.02
0.03 0.04 -0.02
0.00 -0.02 -0.02
-0.04 0.00 -0.04
0.10 0.07 -0.06
0.01 0.00 0.00
-0.02 0.04 0.00
-0.04 -0.02 -0.02
0.00 0.00 0.00
-0.01 0.09 0.01
0.00 0.00 0.00
-0.02 0.01 -0.01
0.02 0.00 -0.01
-0.05 -0.02 0.01
-0.09 0.24 -0.15
0.00 -0.02 0.01
0.47 -0.48 0.16
0.00 0.00 0.00

The HOMO-LUMO gap (alpha / beta) comes out at 0.2617 / 0.2623 hartree. For the total energy, the calculation gives -1943.4156 a.u. Its spin multiplicity is 2. For the energy above the lowest of the compared OMol25 structures with the same formula, charge and spin, the calculation gives 11.8 kcal/mol.


2.
Here is C26H18BF9IrN4O5 as an isolated structure in a non-equilibrium geometry from OMol25. Energies are from the ωB97M-V functional and the def2-TZVPD basis.

Each line ends with the Mulliken spin population.
Positions of all 64 atoms, in Å:
O (-5.024, -5.164, -2.506)  0.0000
O (-1.309, -0.971, 0.246)  0.0716
C (-0.741, 5.616, -1.313)  -0.0030
F (3.721, 0.899, 1.998)  -0.0017
F (4.032, 2.135, 3.739)  -0.0003
C (3.515, -3.501, 3.107)  0.2468
H (4.363, -3.503, 1.132)  -0.0041
H (-2.124, 1.725, 0.014)  0.0133
F (2.183, 4.104, 4.043)  0.0018
H (2.622, -2.019, 0.182)  0.0185
C (-4.167, -4.201, -2.063)  -0.0004
N (-1.611, 3.610, -0.994)  -0.0089
H (2.449, -3.319, 4.962)  -0.0032
H (-4.358, -7.048, -1.995)  0.0000
C (-4.215, -6.302, -2.786)  0.0000
C (-2.077, -2.646, -1.223)  0.0129
H (-5.477, -2.629, -1.421)  0.0000
F (0.529, 3.333, 2.877)  0.0271
H (-3.566, -1.236, -0.630)  -0.0021
F (4.878, 3.137, 0.959)  -0.0002
C (1.501, -2.216, 3.412)  0.2422
O (2.111, 2.666, 0.758)  0.1222
C (-2.854, -4.637, -2.230)  0.0002
F (2.086, 1.267, 3.371)  0.0029
C (-1.743, 4.737, -1.697)  0.0183
F (3.630, 4.888, 0.720)  0.0009
N (-0.107, 1.214, -1.751)  0.1318
F (4.525, 4.457, 2.643)  0.0023
C (0.454, 0.486, -2.716)  -0.0021
C (0.657, -0.924, 1.527)  0.5568
H (-0.361, -0.385, -4.586)  0.0002
C (3.958, 3.899, 1.560)  0.0112
H (-3.414, 2.277, -1.478)  0.0065
C (1.541, -1.815, 2.041)  0.0436
H (-0.765, -4.200, -1.961)  0.0003
C (-0.299, -0.251, 0.922)  0.0797
C (-0.924, -1.901, -0.668)  -0.0249
C (-3.384, -2.198, -1.087)  0.0002
H (4.280, -4.137, 3.531)  0.0166
C (1.743, 3.920, 2.797)  0.0150
C (-1.663, 0.796, -3.235)  0.0153
O (0.221, -2.105, -0.981)  0.0133
C (2.477, -3.036, 3.918)  -0.1065
N (-1.402, 1.394, -2.069)  -0.0161
H (-4.488, -6.721, -3.754)  0.0000
C (-0.011, 4.922, -0.352)  0.0007
Ir (0.190, 1.725, 0.449)  3.1399
C (-1.789, -3.879, -1.832)  -0.0005
C (2.601, -2.318, 1.221)  0.2477
C (-0.498, 0.195, -3.690)  0.0087
H (-2.649, 0.834, -3.666)  -0.0015
F (1.543, 5.128, 2.251)  -0.0003
O (-2.860, -5.880, -2.804)  0.0000
B (-2.284, 2.224, -1.106)  0.0280
C (3.560, -3.137, 1.759)  -0.1046
H (0.852, 5.240, 0.208)  0.0063
C (3.157, 1.825, 2.776)  -0.0123
H (1.492, 0.206, -2.676)  0.0028
H (-2.531, 4.853, -2.422)  0.0001
C (2.700, 3.046, 1.911)  0.0534
C (-4.457, -2.974, -1.520)  0.0002
N (-0.556, 3.718, -0.169)  0.1230
H (0.704, -1.831, 4.033)  0.0100
H (-0.562, 6.609, -1.686)  0.0004

Forces on the atoms, in the same order (eV/Å):
-0.10 0.19 -0.11
-0.20 0.28 0.17
-0.04 -0.06 -0.05
-0.13 0.03 0.07
-0.12 0.00 -0.14
-0.10 0.06 0.03
-0.01 0.00 -0.01
-0.16 0.00 -0.01
-0.01 -0.07 -0.14
0.02 -0.06 -0.01
0.34 -0.07 0.07
-0.27 0.20 -0.08
-0.02 0.00 -0.01
0.03 0.08 0.00
-0.09 -0.32 0.08
-0.16 -0.08 0.06
0.00 -0.03 0.02
0.20 0.10 -0.02
-0.01 -0.02 0.03
-0.10 0.11 0.08
-0.13 0.25 -0.25
-1.06 -0.43 -0.31
-0.26 0.11 0.16
0.09 -0.05 -0.09
0.07 0.11 0.08
0.10 -0.16 0.02
0.19 0.09 0.53
-0.13 -0.02 -0.21
-0.08 -0.04 -0.19
-0.35 0.09 0.04
-0.01 0.03 -0.01
0.10 0.08 -0.13
-0.14 -0.02 -0.06
0.52 -0.39 0.26
0.00 -0.03 0.06
0.73 0.79 -0.48
0.29 0.05 -0.26
0.15 0.05 0.07
0.02 -0.01 -0.04
-0.24 -0.07 0.01
0.09 -0.05 0.00
-0.13 0.02 0.18
0.11 -0.12 0.07
-0.17 -0.12 -0.29
0.03 0.10 -0.02
-0.02 0.18 -0.10
0.38 -0.38 -0.21
0.06 -0.06 -0.11
-0.22 0.26 0.03
0.07 0.00 0.04
-0.01 0.01 0.04
0.10 -0.06 0.19
0.15 0.08 -0.10
0.37 -0.02 0.15
0.13 -0.12 0.08
-0.04 -0.13 -0.11
0.03 -0.26 -0.05
0.01 -0.01 0.12
-0.03 -0.06 0.03
0.16 0.28 0.66
-0.24 -0.03 -0.09
0.25 -0.30 0.18
0.02 -0.05 0.05
-0.01 0.01 0.04

The HOMO-LUMO gap (alpha / beta) comes out at 0.2802 / 0.2178 hartree. For the total energy, the calculation gives -2624.6384 a.u. Its spin multiplicity is 6.


3.
Here is C26H18Cl2N4O3Pd as an isolated structure in a non-equilibrium geometry from OMol25. Energies are from the ωB97M-V functional and the def2-TZVPD basis.

Each line ends with the Mulliken charge.
Positions of all 54 atoms, in Å:
Pd (0.173, 0.029, 0.329)  0.6149
H (1.627, -3.967, 0.599)  0.1744
H (-3.608, 3.055, 0.840)  0.5529
C (4.531, -1.018, 0.683)  -0.6452
H (-4.750, -1.142, -0.499)  0.4885
O (-3.887, 1.152, -0.284)  -0.7256
C (0.021, 4.410, 0.927)  -0.5153
H (1.027, 4.798, 0.921)  0.5723
N (-1.669, -1.418, 0.772)  -0.3181
C (-1.533, 2.551, 0.602)  -0.0879
C (-0.193, 3.054, 0.646)  0.1952
C (-0.740, -2.476, -2.457)  -1.4424
C (2.965, 1.187, 0.396)  0.4183
C (-2.652, -3.580, 0.543)  -0.4908
C (-2.354, 4.747, 1.179)  0.0281
C (1.305, -6.958, -0.931)  -0.3496
H (-0.730, -3.124, 1.405)  0.5841
C (-1.042, 5.244, 1.196)  0.0768
C (4.327, 1.289, 0.144)  -0.4378
C (0.635, -4.273, -1.269)  0.8542
C (0.293, -2.849, -1.426)  0.5204
C (2.099, 2.416, 0.292)  0.0541
O (0.834, -1.977, -0.747)  -0.3762
C (3.170, -1.028, 0.945)  -0.0448
C (1.654, -6.030, 0.038)  -0.7757
C (1.335, -4.699, -0.136)  0.0005
C (0.297, -5.220, -2.240)  -0.3459
H (6.181, 0.216, 0.066)  0.4303
N (-1.680, 1.217, 0.376)  -0.0944
N (0.794, 2.134, 0.476)  -0.0514
H (1.554, -8.000, -0.806)  0.4031
H (-4.647, -3.645, -0.265)  0.4356
H (2.181, -6.362, 0.919)  0.4173
H (0.361, -7.266, -2.828)  0.4020
N (2.400, 0.039, 0.791)  -0.2399
C (-3.877, -1.648, -0.116)  -0.2864
H (5.110, -1.918, 0.798)  0.4042
H (-0.197, -4.908, -3.144)  0.3762
O (2.601, 3.505, 0.044)  -0.7330
Cl (-0.755, 6.906, 1.543)  -0.2210
H (2.675, -1.927, 1.288)  0.4251
H (-1.020, -1.431, -2.295)  0.2244
C (-2.852, 0.617, 0.093)  0.0492
C (-3.809, -3.024, 0.018)  -0.5115
C (5.123, 0.166, 0.273)  -0.3391
H (-1.626, -3.101, -2.393)  0.4059
C (-2.777, -0.881, 0.246)  0.3924
Cl (-3.676, 5.791, 1.521)  -0.2225
H (4.722, 2.250, -0.141)  0.4731
H (-0.312, -2.589, -3.452)  0.5123
C (-1.622, -2.734, 0.933)  -0.4358
H (-2.553, -4.650, 0.653)  0.4505
C (0.630, -6.548, -2.068)  -0.7894
C (-2.594, 3.425, 0.876)  -0.4568

Forces on the atoms, in the same order (eV/Å):
-1.21 5.44 1.60
-0.01 0.12 0.13
0.04 0.07 0.02
-0.08 0.04 0.11
-0.01 0.06 -0.03
-0.15 -0.25 0.30
0.24 -0.44 -0.20
-0.05 0.02 0.05
0.24 -0.06 -0.36
1.04 2.22 0.31
-2.31 0.89 0.15
0.01 0.43 0.30
0.32 0.10 0.12
0.05 0.04 0.12
0.91 0.33 -0.01
-0.12 0.01 -0.07
0.07 -0.06 -0.10
-0.88 -0.34 -0.03
-0.15 -0.02 0.09
0.40 -0.62 0.18
0.03 0.85 -0.08
-0.36 -0.23 -0.40
-0.11 -1.28 -0.55
0.34 -0.35 0.00
0.06 -0.12 0.00
-0.12 0.22 -0.17
0.00 0.40 0.15
0.09 -0.01 -0.02
1.07 -2.94 -0.36
0.95 -3.08 -0.34
0.05 -0.11 0.05
-0.01 -0.06 -0.05
0.07 0.05 0.13
0.01 -0.08 -0.07
-0.50 -0.35 -0.54
0.07 -0.03 0.03
0.05 -0.14 0.08
-0.17 0.01 -0.11
0.09 -0.09 0.26
0.19 0.25 0.05
0.00 -0.01 -0.10
0.07 -0.15 -0.14
0.55 0.28 -0.38
0.13 0.18 0.05
-0.23 -0.01 0.02
-0.03 -0.11 0.03
-0.23 -0.17 0.03
-0.36 0.11 0.05
-0.02 0.13 -0.07
0.01 0.04 -0.09
-0.26 -0.40 0.03
0.05 -0.06 0.11
0.02 -0.18 -0.07
0.14 -0.52 -0.21

The HOMO-LUMO gap (alpha / beta) comes out at 0.2045 / 0.2045 hartree. For the total energy, the calculation gives -2494.6135 a.u. Its spin multiplicity is 1.


4.
Here is C26H18Cl2N4O3RuSe2 as an isolated structure in a non-equilibrium geometry from OMol25. Energies are from the ωB97M-V functional and the def2-TZVPD basis.

Each line ends with the Mulliken spin population.
Positions of all 56 atoms, in Å:
O (1.790, -0.246, -1.360)  0.2919
H (1.853, 2.182, 0.422)  -0.0054
H (-2.285, 3.555, -2.131)  -0.0003
Ru (-0.186, -0.459, 0.292)  2.4222
C (3.565, -1.183, -4.332)  -0.1039
C (-2.880, 4.351, 1.786)  0.0405
C (3.707, -0.360, 2.586)  0.0041
C (2.407, 1.487, 1.040)  0.0046
H (-1.317, 2.037, 3.722)  0.0007
C (2.105, -0.895, -2.354)  0.0470
C (3.628, 1.822, 1.600)  0.0056
C (-1.399, 1.982, 1.595)  0.0008
H (-2.988, 4.300, -0.324)  0.0004
Cl (4.264, 0.719, -2.594)  0.0537
C (-2.705, -2.221, 0.686)  -0.0028
H (1.065, -3.530, -4.316)  -0.0013
C (-1.528, -2.196, 2.669)  0.0153
C (-1.561, 2.061, -0.856)  0.0241
H (5.242, 1.122, 2.830)  -0.0006
C (2.486, -0.603, 1.989)  0.0070
H (-2.792, -1.840, -0.323)  0.0021
H (-4.461, -3.433, 0.569)  0.0004
Se (-0.028, -1.640, 3.742)  0.0028
C (-1.443, 1.849, -3.071)  0.0228
Se (1.568, -2.280, 2.158)  0.0534
H (-0.480, -0.108, -2.975)  0.0027
O (-0.670, 0.867, 1.614)  0.1332
H (-1.582, 2.119, -4.103)  0.0001
H (4.419, -0.894, -4.929)  0.0004
H (-2.274, -3.408, 4.262)  0.0009
C (-1.860, 2.619, 0.441)  0.0413
C (-2.429, -3.075, 3.245)  0.0012
Cl (3.075, -3.006, -6.226)  0.0863
C (-1.687, 2.549, 2.843)  0.0272
C (-3.642, -3.098, 1.190)  0.0030
H (-2.622, 4.136, 3.912)  -0.0002
C (2.742, -2.236, -4.761)  0.2623
C (1.339, -2.050, -2.808)  0.0952
C (-3.502, -3.531, 2.496)  -0.0004
C (3.284, -0.538, -3.160)  0.1986
N (1.853, 0.290, 1.234)  0.1019
C (-2.411, 3.713, 2.938)  -0.0193
C (1.650, -2.680, -3.980)  0.0496
O (-0.177, -2.132, -0.952)  0.0334
C (-0.902, 0.757, -2.498)  0.0118
H (4.052, 2.801, 1.427)  0.0007
N (-0.974, 0.890, -1.116)  0.0001
N (-1.847, 2.655, -2.030)  0.0013
H (-3.457, 5.262, 1.858)  0.0013
C (0.245, -2.577, -2.016)  0.0122
H (4.184, -1.113, 3.198)  0.0014
C (4.287, 0.886, 2.379)  -0.0050
H (-0.240, -3.484, -2.399)  -0.0007
C (-2.605, 3.804, 0.559)  -0.0157
N (-1.669, -1.765, 1.406)  0.0908
H (-4.207, -4.233, 2.923)  -0.0003

Forces on the atoms, in the same order (eV/Å):
0.00 0.13 0.00
0.01 -0.02 -0.01
0.01 0.00 0.01
-0.40 1.51 0.73
-0.04 -0.12 -0.06
0.00 0.01 0.08
0.02 0.05 0.01
-0.11 -0.07 0.06
-0.01 0.04 0.00
0.15 -0.08 -0.08
-0.01 0.02 0.00
0.01 -0.14 0.02
0.02 -0.01 0.02
0.00 0.06 0.03
0.03 0.25 0.05
0.07 0.02 -0.06
-0.02 0.13 -0.19
-0.04 -0.02 -0.22
-0.02 -0.01 -0.01
-0.13 0.01 -0.06
0.05 -0.05 -0.03
0.02 0.02 -0.01
-0.06 -0.13 -0.11
-0.08 0.10 0.06
0.12 -0.01 0.08
0.00 0.01 0.03
0.11 -0.30 -0.15
0.00 0.02 0.04
-0.01 0.01 0.00
0.01 -0.04 -0.01
-0.03 0.04 -0.16
-0.09 0.03 0.06
0.01 -0.09 -0.10
0.04 -0.06 0.17
-0.08 0.00 -0.02
0.01 -0.01 -0.02
-0.04 0.01 0.07
-0.02 0.09 0.17
-0.01 -0.05 0.10
-0.16 -0.01 0.08
0.04 -0.23 -0.20
-0.02 0.02 0.02
0.07 -0.11 -0.16
-0.01 -0.16 -0.34
0.00 -0.06 0.17
-0.02 -0.01 0.00
0.29 -0.55 0.06
-0.06 0.10 -0.13
0.00 -0.01 0.01
0.10 -0.04 0.06
0.00 0.00 -0.01
0.07 -0.02 0.05
0.02 -0.01 -0.06
-0.01 0.00 -0.14
0.20 -0.32 0.10
0.01 0.04 0.01

Its net charge is +2. The HOMO-LUMO gap (alpha / beta) comes out at 0.2521 / 0.1838 hartree. For the total energy, the calculation gives -7263.9339 a.u. Its spin multiplicity is 5. For the energy above the lowest of the compared OMol25 structures with the same formula, charge and spin, the calculation gives 4.7 kcal/mol.